Record 1
{"formula": "C5H10O2", "method": "ωB97M-V with the def2-TZVPD basis set", "spin_multiplicity": 1, "homo_ev": -9.4, "total_charge": 0, "gap_ev": 10.386, "de_lowest_kj_mol": 513.6, "species": ["C", "C", "O", "C", "C", "C", "O", "H", "H", "H", "H", "H", "H", "H", "H", "H", "H"], "positions_angstrom": [[1.849, 1.184, -0.830], [0.556, 0.443, -0.686], [0.314, -0.341, -1.805], [0.120, -0.265, 0.557], [-1.356, 0.040, 0.647], [-1.417, -1.456, 1.215], [-0.138, -1.686, 0.571], [1.731, 1.839, -1.697], [1.987, 1.801, 0.061], [2.722, 0.547, -0.989], [-0.305, 1.568, -0.366], [-0.172, -1.136, -1.518], [0.709, 0.036, 1.436], [-1.302, 1.262, 0.645], [-1.804, -0.073, -0.348], [-2.164, -2.157, 0.813], [-1.331, -1.605, 2.295]]}


Record 2
{"formula": "H5N2P", "method": "ωB97M-V with the def2-TZVPD basis set", "spin_multiplicity": 1, "homo_ev": [-7.7, -8.2], "total_charge": 0, "gap_ev": [7.164, 9.152], "de_lowest_kj_mol": 382.5, "species": ["N", "N", "P", "H", "H", "H", "H", "H"], "positions_angstrom": [[-0.717, 0.975, -1.264], [0.423, 0.624, -0.664], [0.156, -0.858, 2.125], [-1.203, 1.886, -1.018], [-1.248, 0.306, -1.910], [0.756, -0.149, -1.302], [1.550, -0.520, 2.384], [0.283, -2.264, 1.650]]}


Record 3
{"formula": "C3H7N2", "method": "ωB97M-V with the def2-TZVPD basis set", "spin_multiplicity": 1, "homo_ev": -15.4, "total_charge": 1, "gap_ev": 12.121, "de_lowest_kj_mol": 163.6, "species": ["C", "C", "C", "N", "N", "H", "H", "H", "H", "H", "H", "H"], "positions_angstrom": [[-1.920, -0.487, 1.993], [0.536, 0.364, -1.423], [1.829, 0.098, -1.893], [-1.447, -0.674, 0.852], [-0.451, 0.589, -0.994], [-2.341, 0.496, 2.330], [-2.084, -1.417, 2.600], [1.948, -0.945, -2.046], [2.041, 0.585, -2.819], [2.602, 0.452, -1.244], [-1.128, -1.663, 0.483], [-1.082, 0.142, -0.267]]}


Record 4
{"formula": "C29H29Cl6N5O4STeTi", "method": "ωB97M-V with the def2-TZVPD basis set", "spin_multiplicity": 1, "homo_ev": [0.3, 0.3], "total_charge": -2, "gap_ev": [2.593, 2.562], "de_lowest_kj_mol": 218.0, "species": ["Ti", "N", "C", "C", "C", "N", "H", "H", "H", "H", "H", "H", "H", "H", "H", "H", "Cl", "C", "C", "C", "Cl", "C", "O", "C", "Cl", "C", "H", "H", "Cl", "C", "C", "C", "C", "C", "C", "N", "C", "C", "N", "C", "O", "C", "C", "C", "Cl", "S", "C", "C", "C", "Cl", "C", "H", "H", "H", "H", "H", "H", "H", "H", "H", "H", "H", "H", "H", "O", "C", "C", "C", "C", "O", "N", "H", "H", "H", "H", "Te"], "positions_angstrom": [[-2.455, -1.190, 1.478], [-1.702, -1.049, -0.624], [-1.336, -2.238, -1.393], [0.060, -2.753, -1.043], [0.201, -3.110, 0.436], [0.078, -1.916, 1.275], [-2.670, -0.758, -0.954], [-1.073, -0.289, -0.849], [-1.391, -2.032, -2.471], [-2.070, -3.016, -1.177], [0.810, -1.992, -1.307], [0.267, -3.644, -1.643], [1.162, -3.626, 0.589], [-0.599, -3.794, 0.725], [0.859, -1.299, 1.103], [0.106, -2.194, 2.251], [-5.586, -6.095, 1.288], [-5.230, -4.533, 0.557], [-4.261, -3.711, 1.124], [-3.893, -2.485, 0.580], [-1.975, -2.908, 2.978], [-4.548, -2.085, -0.665], [-4.227, -1.057, -1.365], [-5.565, -2.951, -1.151], [-6.409, -2.488, -2.622], [-5.910, -4.158, -0.579], [-3.806, -4.058, 2.040], [-6.663, -4.791, -1.028], [7.341, 1.016, 3.637], [6.194, 1.384, 2.391], [5.932, 2.706, 2.060], [4.998, 2.981, 1.085], [4.293, 1.968, 0.430], [3.260, 2.346, -0.592], [2.034, 3.054, 0.029], [1.244, 2.240, 0.918], [1.489, 1.930, 2.241], [0.475, 1.096, 2.622], [-0.368, 0.868, 1.566], [0.131, 1.541, 0.563], [3.859, 3.246, -1.517], [3.517, 2.961, -2.863], [3.865, 1.559, -3.267], [5.144, 1.081, -3.335], [6.576, 1.969, -3.027], [5.206, -0.590, -3.771], [3.485, -0.655, -3.871], [2.922, 0.545, -3.575], [4.617, 0.656, 0.761], [3.885, -0.666, -0.090], [5.554, 0.347, 1.731], [6.463, 3.500, 2.567], [4.798, 4.005, 0.795], [2.916, 1.456, -1.120], [1.382, 3.376, -0.785], [2.390, 3.944, 0.552], [2.314, 2.353, 2.791], [0.263, 0.678, 3.595], [-0.342, 1.654, -0.401], [4.073, 3.691, -3.451], [2.445, 3.121, -3.028], [3.005, -1.588, -4.117], [1.852, 0.705, -3.570], [5.794, -0.680, 1.962], [-2.507, 1.822, -0.453], [-3.481, 1.509, 0.229], [-4.731, 2.376, 0.371], [-5.711, 1.488, 1.123], [-4.867, 0.282, 1.502], [-5.297, -0.686, 2.091], [-3.595, 0.401, 0.996], [-5.077, 2.683, -0.616], [-4.446, 3.268, 0.934], [-6.525, 1.133, 0.489], [-6.131, 1.920, 2.031], [-2.812, 0.226, 3.832]]}


Record 5
{"formula": "C5H8N2O", "method": "ωB97M-V with the def2-TZVPD basis set", "spin_multiplicity": 1, "homo_ev": -8.0, "total_charge": 0, "gap_ev": 7.733, "de_lowest_kj_mol": 744.1, "smiles": "C=C[C@@H]([O-])[N@@H+]1NC1=C", "species": ["N", "N", "C", "C", "C", "C", "C", "O", "H", "H", "H", "H", "H", "H", "H", "H"], "positions_angstrom": [[-0.317, 1.949, -0.104], [0.808, 1.094, -0.553], [-0.545, 0.636, -0.639], [1.480, -0.039, 0.621], [-0.240, -0.559, 1.141], [-1.250, 0.159, -1.697], [-0.307, -1.887, 1.276], [2.197, -0.870, 0.112], [-0.479, 2.635, -0.844], [1.329, 1.351, -1.394], [1.732, 0.688, 1.405], [-0.730, 0.072, 1.876], [-0.874, -0.718, -2.204], [-2.301, 0.397, -1.769], [0.301, -2.543, 0.662], [-0.805, -2.365, 2.110]]}


Record 6
{"formula": "C2H7ClSi2", "method": "ωB97M-V with the def2-TZVPD basis set", "spin_multiplicity": 1, "homo_ev": -8.4, "total_charge": 0, "gap_ev": 7.725, "de_lowest_kj_mol": 488.1, "smiles": "C=[SiH]Cl.C=[SiH2]", "species": ["C", "C", "Si", "Si", "Cl", "H", "H", "H", "H", "H", "H", "H"], "positions_angstrom": [[1.616, -0.424, -0.844], [-2.298, 1.977, -0.122], [2.441, -1.271, 0.445], [-1.705, 0.311, 0.187], [-2.715, -1.357, -0.420], [0.936, 0.461, -0.733], [2.214, -0.575, -1.784], [-2.145, 2.808, 0.632], [-3.303, 2.163, -0.321], [2.571, -2.795, 0.350], [2.891, -0.890, 1.782], [-0.503, -0.407, 0.827]]}


Record 7
{"formula": "C6H11FN", "method": "ωB97M-V with the def2-TZVPD basis set", "spin_multiplicity": 1, "homo_ev": [-13.1, -13.1], "total_charge": 1, "gap_ev": [7.709, 7.708], "de_lowest_kj_mol": 190.3, "species": ["C", "C", "C", "C", "C", "C", "N", "F", "H", "H", "H", "H", "H", "H", "H", "H", "H", "H", "H"], "positions_angstrom": [[-0.001, 0.271, 3.433], [-0.566, -0.219, 2.292], [-0.177, -1.356, 0.023], [-0.859, -0.363, -1.707], [0.220, -0.659, 1.208], [0.803, 1.457, -1.989], [0.082, 0.292, -2.354], [1.513, -0.327, 1.291], [-0.694, 0.507, 4.261], [1.103, 0.386, 3.784], [-1.636, -0.389, 2.055], [-1.186, -1.672, 0.163], [0.500, -1.935, -0.448], [-1.343, -1.249, -2.103], [-1.532, 0.469, -1.166], [1.424, 1.282, -1.165], [1.519, 1.445, -2.784], [0.201, 2.365, -1.830], [0.628, -0.304, -2.963]]}


Record 8
{"formula": "C3H4N2OS", "method": "ωB97M-V with the def2-TZVPD basis set", "spin_multiplicity": 1, "homo_ev": -8.6, "total_charge": 0, "gap_ev": 9.034, "de_lowest_kj_mol": 248.4, "smiles": "Nc1ncc(S)o1", "species": ["C", "C", "C", "H", "H", "H", "H", "N", "N", "O", "S"], "positions_angstrom": [[-0.918, -0.180, -0.243], [0.428, 1.418, -0.106], [1.243, 0.364, -0.368], [-1.822, -2.109, 0.116], [-2.863, -0.498, -0.067], [0.719, 2.494, -0.173], [3.034, -0.477, 1.360], [-2.007, -0.929, 0.099], [-0.977, 1.112, -0.020], [0.333, -0.809, -0.515], [2.830, -0.385, -0.083]]}


Record 9
{"formula": "C7H12O3", "method": "ωB97M-V with the def2-TZVPD basis set", "spin_multiplicity": 1, "homo_ev": -8.5, "total_charge": 0, "gap_ev": 8.367, "de_lowest_kj_mol": 432.2, "species": ["O", "C", "C", "C", "C", "C", "C", "C", "O", "H", "H", "H", "H", "H", "H", "H", "H", "H", "H", "O", "H", "H"], "positions_angstrom": [[0.554, -1.349, -1.024], [0.030, -2.157, -0.094], [-0.305, -1.571, 1.257], [-1.245, -0.351, 1.241], [-0.554, 0.994, 0.995], [0.195, 1.085, -0.315], [0.990, 2.177, -0.623], [1.377, 0.170, -0.496], [-0.231, -3.296, -0.411], [-0.746, -2.386, 1.839], [0.644, -1.292, 1.742], [-2.038, -0.515, 0.496], [-1.750, -0.303, 2.215], [-1.293, 1.807, 1.028], [0.147, 1.170, 1.828], [1.281, 2.377, -1.656], [1.246, 2.907, 0.148], [1.939, -0.080, 0.410], [1.980, 0.221, -1.406], [-0.905, 0.259, -2.230], [-0.390, -0.722, -1.958], [-0.926, 0.854, -2.985]]}


Record 10
{"formula": "C4H12", "method": "ωB97M-V with the def2-TZVPD basis set", "spin_multiplicity": 2, "homo_ev": [-15.9, -15.9], "total_charge": 1, "gap_ev": [12.581, 4.685], "de_lowest_kj_mol": 48.5, "species": ["C", "H", "H", "H", "H", "C", "C", "C", "H", "H", "H", "H", "H", "H", "H", "H"], "positions_angstrom": [[-2.524, -1.916, 1.659], [-3.494, -2.200, 2.039], [-1.746, -2.573, 2.049], [-2.296, -0.883, 1.980], [-2.408, -1.909, 0.549], [0.726, 1.803, -1.241], [0.513, 0.410, -0.862], [1.550, -0.102, 0.176], [1.262, 2.393, -0.434], [-0.082, 2.460, -1.627], [1.567, 1.935, -1.994], [0.417, -0.115, -1.902], [-0.539, 0.360, -0.490], [1.901, 0.686, 0.774], [1.320, -0.870, 0.900], [2.509, -0.452, -0.236]]}


Record 11
{"formula": "C6H9F", "method": "ωB97M-V with the def2-TZVPD basis set", "spin_multiplicity": 1, "homo_ev": [-9.2, -7.8], "total_charge": 0, "gap_ev": [9.224, 7.438], "de_lowest_kj_mol": 651.1, "species": ["C", "C", "C", "C", "C", "C", "F", "H", "H", "H", "H", "H", "H", "H", "H", "H"], "positions_angstrom": [[-2.826, 0.431, -0.040], [-2.359, 0.693, 1.167], [1.038, 0.516, -1.190], [1.619, 0.838, 0.263], [0.532, -0.103, 0.046], [0.540, -1.533, 0.433], [2.804, 0.411, 0.543], [-3.768, 0.173, -0.439], [-1.953, 0.463, -0.872], [-1.295, 0.764, 1.343], [0.738, 1.478, -1.653], [1.509, -0.345, -1.707], [1.609, 1.898, 0.520], [-0.513, -1.854, 0.495], [1.093, -1.655, 1.380], [1.231, -2.174, -0.290]]}


Record 12
{"formula": "C4H7NO2", "method": "ωB97M-V with the def2-TZVPD basis set", "spin_multiplicity": 1, "homo_ev": -7.9, "total_charge": 0, "gap_ev": 8.417, "de_lowest_kj_mol": 303.1, "species": ["C", "C", "C", "O", "C", "O", "N", "H", "H", "H", "H", "H", "H", "H"], "positions_angstrom": [[0.191, 0.751, 1.514], [-0.573, 0.239, 0.283], [-0.685, -1.373, 0.272], [-1.577, 0.920, -0.144], [0.380, -0.141, -0.907], [0.277, -1.438, -0.869], [0.912, 0.501, -1.919], [-0.496, 0.750, 2.367], [1.075, 0.150, 1.766], [0.498, 1.787, 1.336], [-1.659, -1.702, -0.087], [-0.300, -1.978, 1.097], [1.164, 0.030, -2.779], [0.793, 1.505, -1.931]]}